(1)
Below is C2H4N2O2 in the gas phase, with properties calculated with ωB97M-V with the def2-TZVPD basis set.

The geometry in ORCA input format:
```
! RIJCOSX wB97M-V def2-TZVPD def2/J DEFGRID3
* xyz 0 1
C 0.232 0.627 0.243
C -0.066 -0.697 -0.215
N 1.351 -0.409 0.117
N 2.160 -0.466 -1.009
O 2.702 0.541 -1.403
O 2.220 -1.555 -1.482
H -0.009 1.522 -0.312
H -0.030 0.713 1.308
H -0.492 -1.162 0.619
H -0.303 -0.896 -1.207
*
```

The gap between HOMO and LUMO comes out at 11.3 eV. The structure (SMILES) is O=[N+]([O-])N1CC1. As for the energy above the lowest of the compared OMol25 structures with the same formula, charge and spin: 151.7 kcal per mole.

(2)
Below is C5H10O in the gas phase, with properties calculated with ωB97M-V with the def2-TZVPD basis set.

The geometry in ORCA input format:
```
! RIJCOSX wB97M-V def2-TZVPD def2/J DEFGRID3
* xyz 0 1
C -0.820 -0.142 -1.382
C 0.163 0.021 -0.239
C 1.497 -0.722 -0.279
C 0.216 1.306 0.556
C -0.381 0.087 1.171
O -1.745 0.195 1.442
H -0.957 -1.206 -1.622
H -1.796 0.258 -1.086
H -0.510 0.370 -2.301
H 2.349 -0.034 -0.285
H 1.585 -1.372 -1.155
H 1.601 -1.317 0.649
H 1.189 1.655 0.893
H -0.492 2.093 0.307
H 0.228 -0.502 1.872
H -2.127 -0.691 1.459
*
```

The gap between HOMO and LUMO comes out at 10.2 eV. The structure (SMILES) is CC1(C)C[C@H]1O. As for the energy above the lowest of the compared OMol25 structures with the same formula, charge and spin: 27.9 kcal per mole.

(3)
Below is a gas-phase ion, C25H23N2O (charge +1), with properties calculated with ωB97M-V with the def2-TZVPD basis set.

The geometry in ORCA input format:
```
! RIJCOSX wB97M-V def2-TZVPD def2/J DEFGRID3
* xyz 1 1
C 5.341 -1.040 1.762
C 5.250 0.358 1.718
C 4.013 0.985 1.815
C 2.861 0.220 2.065
C 1.584 0.966 2.189
C 0.426 0.397 3.012
N -0.877 0.704 2.325
C -1.148 2.013 2.108
C -2.410 2.471 1.759
C -3.451 1.572 1.668
C -3.204 0.205 1.842
C -1.882 -0.246 2.163
C -1.642 -1.622 2.318
C -2.683 -2.542 2.172
C -3.987 -2.105 1.872
C -4.241 -0.754 1.715
O 1.527 2.090 1.683
C 2.934 -1.184 2.045
C 4.176 -1.807 1.873
H 6.317 -1.522 1.681
H 6.136 0.977 1.585
H 3.918 2.068 1.726
H 0.547 -0.682 3.130
H -0.316 2.696 2.218
H -2.527 3.536 1.600
H -4.462 1.896 1.443
H -0.636 -1.979 2.546
H -2.481 -3.606 2.283
H -4.791 -2.833 1.755
H -5.245 -0.397 1.477
H 2.008 -1.758 2.122
H 4.234 -2.895 1.830
C 2.004 -0.340 5.535
N 1.742 0.974 4.994
C 2.311 2.110 5.553
C 2.916 2.085 6.829
C 3.711 3.150 7.241
C 3.854 4.279 6.425
C 3.146 4.364 5.218
C 2.356 3.301 4.791
C 0.458 1.090 4.285
H 2.870 -0.293 6.200
H 1.138 -0.721 6.100
H 2.227 -1.052 4.729
H 2.759 1.231 7.489
H 4.232 3.095 8.197
H 4.502 5.101 6.726
H 3.209 5.247 4.582
H 1.833 3.349 3.831
H 0.274 2.170 4.145
H -0.352 0.694 4.937
*
```

The gap between HOMO and LUMO comes out at 5.8 eV. The structure (SMILES) is CN(C[C@H](C(=O)c1ccccc1)[n+]1cccc2ccccc21)c1ccccc1. As for the energy above the lowest of the compared OMol25 structures with the same formula, charge and spin: 6.2 kcal per mole.

(4)
Below is C3H4FN in the gas phase, with properties calculated with ωB97M-V with the def2-TZVPD basis set.

The geometry in ORCA input format:
```
! RIJCOSX wB97M-V def2-TZVPD def2/J DEFGRID3
* xyz 0 1
C -1.596 -0.359 0.065
C 0.976 -0.243 -0.323
C -0.214 0.515 0.368
N -2.551 -0.969 -0.067
F -0.258 1.779 -0.181
H 0.647 -0.005 -1.329
H 1.127 -1.306 -0.009
H 1.928 0.173 -0.017
H -0.058 0.415 1.493
*
```

The gap between HOMO and LUMO comes out at 12.8 eV. The structure (SMILES) is C[C@@H](F)C#N. As for the energy above the lowest of the compared OMol25 structures with the same formula, charge and spin: 14.5 kcal per mole.

(5)
Below is a molecular structure, ClF2O4Sr2, with properties calculated with ωB97M-V with the def2-TZVPD basis set.

The geometry in ORCA input format:
```
! RIJCOSX wB97M-V def2-TZVPD def2/J DEFGRID3
* xyz 1 1
Sr 0.861 1.225 -0.954
Sr -1.383 -0.660 -4.139
F -0.465 -0.738 -1.860
F 0.328 1.350 -3.613
Cl 0.112 -0.289 2.152
O -0.883 -0.491 3.222
O 1.126 -1.275 1.741
O -0.565 -0.026 1.024
O 0.869 0.903 2.427
*
```

The gap between HOMO and LUMO comes out at 6.1 eV. As for the energy above the lowest of the compared OMol25 structures with the same formula, charge and spin: 0.0 kcal per mole.

(6)
Below is a molecular structure, C49H54N7O2P2Rb, with properties calculated with ωB97M-V with the def2-TZVPD basis set.

The geometry in ORCA input format:
```
! RIJCOSX wB97M-V def2-TZVPD def2/J DEFGRID3
* xyz -2 1
Rb 0.833 0.282 1.411
C 3.190 2.527 1.306
C 2.182 3.240 0.607
C 2.124 2.684 -0.711
C 3.108 1.659 -0.762
C 3.780 1.579 0.465
C 5.003 0.745 0.779
C 4.916 0.135 2.181
C 5.141 -0.374 -0.252
C 6.263 1.622 0.713
C 1.369 3.105 -1.979
C -0.134 2.800 -1.925
C 1.576 4.592 -2.304
C 1.899 2.342 -3.204
C 1.443 4.384 1.309
C -0.045 4.483 0.959
C 1.493 4.185 2.834
C 2.126 5.736 1.029
H 3.483 2.710 2.331
H 3.340 1.062 -1.629
H 4.079 -0.557 2.256
H 4.787 0.914 2.935
H 5.829 -0.419 2.422
H 4.203 -0.927 -0.298
H 5.953 -1.057 0.017
H 5.343 0.029 -1.246
H 6.203 2.420 1.455
H 6.349 2.087 -0.272
H 7.167 1.035 0.905
H -0.597 3.132 -0.999
H -0.295 1.722 -2.002
H -0.653 3.273 -2.767
H 1.085 5.249 -1.593
H 1.174 4.822 -3.296
H 2.642 4.828 -2.295
H 1.758 1.266 -3.096
H 2.961 2.533 -3.362
H 1.350 2.662 -4.095
H -0.562 3.550 1.200
H -0.227 4.706 -0.089
H -0.508 5.279 1.550
H 1.098 3.212 3.129
H 0.888 4.951 3.327
H 2.509 4.271 3.218
H 2.092 6.001 -0.025
H 3.176 5.679 1.321
H 1.649 6.539 1.600
C -3.935 -0.259 0.929
N -3.075 -1.018 -0.023
P -2.136 -2.121 0.979
C -3.499 -3.239 1.505
C -3.264 -3.998 2.647
C -4.203 -4.921 3.084
C -5.397 -5.076 2.395
C -5.644 -4.310 1.263
C -4.698 -3.400 0.819
C -1.349 -3.258 -0.224
C -1.994 -3.876 -1.294
C -1.315 -4.781 -2.088
C 0.020 -5.082 -1.820
C 0.670 -4.475 -0.759
C -0.017 -3.561 0.037
P -2.175 0.168 -0.949
C -1.436 -0.803 -2.329
C -0.050 -0.946 -2.343
C 0.583 -1.659 -3.354
C -0.165 -2.207 -4.383
C -1.545 -2.043 -4.399
C -2.173 -1.351 -3.377
C -3.584 0.903 -1.885
C -4.795 0.248 -2.100
C -5.797 0.844 -2.851
C -5.601 2.105 -3.399
C -4.401 2.767 -3.187
C -3.403 2.172 -2.426
H -4.620 -0.942 1.427
H -4.530 0.473 0.385
H -3.344 0.249 1.692
H -2.340 -3.864 3.198
H -4.007 -5.503 3.974
H -6.137 -5.786 2.743
H -6.579 -4.419 0.727
H -4.883 -2.800 -0.066
H -3.030 -3.639 -1.509
H -1.821 -5.249 -2.925
H 0.549 -5.791 -2.445
H 1.711 -4.686 -0.550
H 0.507 -3.080 0.855
H 0.566 -0.495 -1.572
H 1.658 -1.775 -3.332
H 0.326 -2.758 -5.175
H -2.133 -2.465 -5.205
H -3.250 -1.240 -3.395
H -4.944 -0.735 -1.668
H -6.735 0.325 -3.001
H -6.386 2.573 -3.980
H -4.242 3.755 -3.598
H -2.477 2.701 -2.248
N 3.943 -3.758 0.602
C 3.109 -3.397 1.648
O 2.457 -2.344 1.590
C 3.006 -4.336 2.725
C 3.785 -5.513 2.720
N 4.445 -6.466 2.720
C 2.100 -4.112 3.789
N 1.363 -3.952 4.664
H 4.250 -2.975 0.046
H 4.648 -4.453 0.793
O -1.277 0.676 2.671
N -1.043 1.593 3.516
C -1.994 1.917 4.386
C -3.269 1.265 4.412
N -4.294 0.739 4.439
C -1.722 2.957 5.327
N -1.533 3.795 6.096
*
```

The gap between HOMO and LUMO comes out at 5.6 eV. As for the energy above the lowest of the compared OMol25 structures with the same formula, charge and spin: 21.5 kcal per mole.

(7)
Below is a molecular structure, C15H10Cl3F3O9PdS, with properties calculated with ωB97M-V with the def2-TZVPD basis set.

The geometry in ORCA input format:
```
! RIJCOSX wB97M-V def2-TZVPD def2/J DEFGRID3
* xyz 0 5
Pd -0.278 0.380 -0.710
O -3.076 3.722 -0.101
C -2.454 2.709 -0.150
O -2.111 1.776 -0.837
C -1.779 2.472 1.590
C -1.885 0.998 1.936
C -1.724 0.896 3.459
C -0.221 1.240 3.634
C 0.226 1.441 2.185
O -0.613 0.481 1.486
C -0.301 2.771 1.633
C 0.342 3.152 0.235
O 0.363 4.334 -0.027
O 0.810 2.182 -0.463
H -2.442 3.143 2.121
H -2.694 0.433 1.485
H -1.940 -0.124 3.771
H -2.392 1.570 3.993
H 0.321 0.418 4.095
H -0.054 2.138 4.227
H 1.265 1.233 1.955
H -0.095 3.625 2.274
Cl 5.442 -4.207 -2.383
C 4.123 -3.362 -1.691
C 3.995 -1.989 -1.945
C 2.946 -1.303 -1.408
Cl 2.802 0.374 -1.674
C 1.949 -1.974 -0.571
O 0.955 -1.423 -0.094
C 2.168 -3.400 -0.335
Cl 1.028 -4.217 0.634
C 3.219 -4.068 -0.888
H 4.722 -1.482 -2.561
H 3.352 -5.127 -0.719
F -3.824 -1.056 -3.212
C -2.582 -0.712 -3.553
F -2.359 -1.070 -4.817
F -2.469 0.608 -3.460
S -1.375 -1.566 -2.461
O -0.114 -0.838 -2.713
O -1.427 -2.938 -2.847
O -1.820 -1.243 -1.093
*
```

The gap between HOMO and LUMO (spin up / spin down) comes out at 9.3 / 6.5 eV. Its expectation value of S² is 6.046. As for the energy above the lowest of the compared OMol25 structures with the same formula, charge and spin: 1.5 kcal per mole.

(8)
Below is a molecular structure, BCuH14O5, with properties calculated with ωB97M-V with the def2-TZVPD basis set.

The geometry in ORCA input format:
```
! RIJCOSX wB97M-V def2-TZVPD def2/J DEFGRID3
* xyz 0 3
Cu -12.206 17.326 -26.667
B -10.709 17.979 -25.144
H -10.044 18.453 -24.439
H -11.427 17.380 -24.605
H -11.313 18.702 -25.669
H -10.132 17.375 -25.827
O -12.428 18.992 -27.994
H -13.167 19.597 -28.053
H -11.690 19.479 -28.362
O -13.978 17.969 -25.608
H -14.241 18.820 -25.257
H -14.708 17.387 -25.397
O -10.630 16.412 -28.133
H -10.837 15.944 -28.942
H -9.913 17.000 -28.372
O -13.552 16.398 -28.128
H -14.022 15.583 -28.307
H -13.654 16.915 -28.926
O -12.387 15.414 -25.662
H -11.619 14.842 -25.683
H -12.718 15.338 -24.768
*
```

The gap between HOMO and LUMO (spin up / spin down) comes out at 3.5 / 8.1 eV. Its expectation value of S² is 2.002.